Arrangement a

Entry from the OMol25 dataset: a structure of composition C6H10OS (ωB97M-V/def2-TZVPD).

Net charge: 0

Each line ends with the Löwdin charge.
Element x y z (Å)
1 C 0.65 2.11 0.20  -0.06
2 C 0.39 0.67 -0.10  -0.65
3 C 0.95 -0.07 -1.34  -0.19
4 C -0.12 -1.15 -1.07  -0.50
5 C 0.31 -1.70 0.28  -0.15
6 C 0.63 -0.34 1.03  -0.38
7 H 0.33 2.80 -0.60  0.09
8 H 1.70 2.28 0.41  0.08
9 H 0.13 2.33 1.13  0.08
10 H 0.80 0.51 -2.27  0.11
11 H 1.99 -0.38 -1.31  0.11
12 H -0.41 -1.88 -1.83  0.11
13 H -0.49 -2.22 0.78  0.11
14 H 1.18 -2.36 0.18  0.12
15 H 1.68 -0.30 1.41  0.16
16 H -1.09 0.07 1.80  0.07
17 O -0.19 -0.09 2.15  -0.06
18 S -1.32 0.17 -0.68  0.94

---

Arrangement b

Entry from the OMol25 dataset: the molecule C6H10OS (ωB97M-V/def2-TZVPD).

Net charge: 0

Each line ends with the Löwdin charge.
Element x y z (Å)
1 C -0.63 0.06 2.51  -0.05
2 C -0.48 0.41 0.09  -0.40
3 C -0.88 1.77 -0.14  -0.59
4 C 0.28 -0.32 -0.83  -0.22
5 C 0.93 0.07 -2.16  -0.07
6 C 0.47 -1.77 -0.37  -0.06
7 H -0.66 1.09 2.87  0.06
8 H 0.56 -0.05 2.50  0.13
9 H -1.29 -0.65 3.12  0.12
10 H -0.52 2.32 -0.98  0.01
11 H 0.67 1.11 -2.56  0.08
12 H 0.75 -0.55 -3.06  0.07
13 H 2.13 0.14 -1.96  0.14
14 H 0.70 -2.47 -1.26  0.09
15 H 1.39 -1.81 0.25  0.08
16 H -0.54 -1.98 0.28  0.14
17 O -0.98 -0.22 1.14  -0.20
18 S -1.91 2.85 0.55  0.66

---

According to the calculations, the structures order from most to least stable as arrangement a, arrangement b.

---

Arrangement a

Entry from the OMol25 dataset: the molecule C6H10OS (ωB97M-V/def2-TZVPD).

Net charge: 0

Each line ends with the Löwdin charge.
Element x y z (Å)
1 C 0.22 -1.88 1.49  -0.08
2 C 0.33 -0.60 0.63  -0.74
3 C 0.64 -0.72 -0.87  -0.15
4 C 0.20 0.64 -1.54  -0.10
5 C -0.91 1.22 -0.60  -0.36
6 C -0.61 0.61 0.79  -0.36
7 H 1.16 -2.41 1.40  0.08
8 H -0.58 -2.56 1.09  0.09
9 H -0.03 -1.73 2.51  0.06
10 H 0.29 -1.54 -1.37  0.08
11 H 1.74 -0.82 -0.92  0.11
12 H -0.17 0.54 -2.53  0.10
13 H 1.00 1.34 -1.54  0.09
14 H -1.96 0.94 -0.85  0.16
15 H -0.13 2.97 -0.25  0.07
16 H -1.35 0.58 1.63  0.13
17 O -0.99 2.66 -0.52  -0.05
18 S 1.16 0.77 1.44  0.88

---

Arrangement b

Entry from the OMol25 dataset: a structure of composition C6H10OS (ωB97M-V/def2-TZVPD).

Net charge: 0

Each line ends with the Löwdin charge.
Element x y z (Å)
1 C 0.87 -2.51 -0.29  -0.02
2 C -1.79 -0.07 0.29  -0.01
3 C 1.26 -1.24 -0.29  -0.59
4 C -1.29 0.68 -0.68  -0.26
5 C 2.09 -0.54 0.75  -0.10
6 C -1.36 2.02 -1.24  -0.11
7 O 1.45 0.93 -1.78  -0.56
8 S 0.62 -0.24 -1.63  0.93
9 H 0.45 -3.01 -1.09  0.03
10 H 1.30 -3.11 0.59  0.10
11 H -1.46 -1.08 0.53  0.05
12 H -2.59 0.47 0.77  0.06
13 H 1.36 0.18 1.24  0.10
14 H 2.92 0.11 0.26  0.10
15 H 2.61 -1.17 1.48  0.07
16 H -1.49 2.79 -0.49  0.09
17 H -2.10 2.03 -2.01  0.09
18 H -0.40 2.24 -1.61  0.04

---

According to the calculations, the structures order from most to least stable as arrangement a, arrangement b.